{
  "formula": "C2H7O2P",
  "method": "ωB97M-V/def2-TZVPD",
  "symbols": ["P", "O", "O", "C", "C", "H", "H", "H", "H", "H", "H", "H"],
  "positions_angstrom": [[-0.85, -0.54, 0.43], [-1.97, 0.02, -0.40], [0.10, -1.39, -0.62], [1.02, 1.97, 2.01], [-0.07, -1.08, -1.98], [0.70, -1.64, -2.43], [0.08, -0.02, -2.06], [-1.09, -1.76, 1.26], [1.65, 1.31, 1.41], [-1.03, -1.40, -2.19], [0.59, 2.81, 1.57], [0.87, 1.70, 3.01]],
  "de_lowest_kcal_mol": 86.9,
  "total_energy_ha": -572.1141,
  "lumo_energy_ha": [-0.0570, -0.0022],
  "orbital_gap_ev": [7.530, 8.953]
}

***

{
  "formula": "C2H7O2Tb",
  "method": "ωB97M-V/def2-TZVPD",
  "symbols": ["Tb", "O", "O", "C", "C", "H", "H", "H", "H", "H", "H", "H"],
  "positions_angstrom": [[1.78, 0.10, 1.81], [0.14, -1.28, 1.05], [-0.71, 0.59, -0.29], [-0.03, 1.79, 0.04], [-0.10, -1.67, -0.73], [0.49, 2.63, 0.54], [0.40, -1.29, -1.63], [0.95, 1.61, -0.44], [-1.18, -1.85, -0.89], [-0.87, 2.21, 0.62], [-1.12, -0.13, 0.73], [0.25, -2.72, -0.79]],
  "de_lowest_kcal_mol": 149.6,
  "total_energy_ha": -1054.8492,
  "spin_multiplicity": 7,
  "lumo_energy_ha": [-0.0065, -0.0071],
  "orbital_gap_ev": [7.285, 5.169]
}

***

{
  "formula": "C2H7O3P",
  "method": "ωB97M-V/def2-TZVPD",
  "symbols": ["P", "O", "O", "O", "C", "C", "H", "H", "H", "H", "H", "H", "H"],
  "positions_angstrom": [[0.89, 0.53, 0.15], [-0.49, 1.92, -0.84], [1.85, 0.79, -1.08], [0.14, -0.88, -0.30], [1.55, 0.42, 1.72], [-0.33, -1.25, -1.57], [1.57, 1.62, -1.41], [-1.07, 1.13, -1.04], [1.85, 1.43, 1.90], [0.92, -0.06, 2.41], [-0.21, -2.29, -1.43], [0.34, -0.97, -2.35], [-1.35, -1.09, -1.86]],
  "de_lowest_kcal_mol": 64.8,
  "total_energy_ha": -647.4003,
  "lumo_energy_ha": 0.0032,
  "orbital_gap_ev": 9.191
}

***

{
  "formula": "C2H7O4P",
  "method": "ωB97M-V/def2-TZVPD",
  "symbols": ["P", "O", "O", "O", "O", "C", "C", "H", "H", "H", "H", "H", "H", "H"],
  "positions_angstrom": [[-0.37, 0.32, 0.21], [2.57, 1.49, -0.51], [0.77, 0.29, 1.12], [-0.77, -1.12, -0.39], [-2.88, 1.25, -0.33], [-1.77, 1.39, 0.43], [-0.22, -2.36, -0.11], [-0.07, -2.27, 1.05], [2.33, 2.45, -0.35], [0.83, -2.41, -0.58], [-0.84, -3.09, -0.35], [-2.90, 1.66, -1.23], [1.89, 0.90, -0.37], [-1.36, 2.35, 0.49]],
  "de_lowest_kcal_mol": 117.6,
  "total_energy_ha": -722.6301,
  "lumo_energy_ha": [-0.0249, -0.0249],
  "orbital_gap_ev": [8.335, 8.335]
}

***

{
  "formula": "C2H7OP",
  "method": "ωB97M-V/def2-TZVPD",
  "symbols": ["P", "O", "C", "C", "H", "H", "H", "H", "H", "H", "H"],
  "positions_angstrom": [[-0.48, 0.64, -1.64], [-0.95, 1.97, -2.09], [-0.06, -0.67, 1.54], [0.67, 0.20, 0.45], [-0.94, -0.17, 1.92], [-0.22, -1.72, 0.96], [-1.45, -0.52, -1.77], [0.67, -0.70, 2.31], [1.30, -0.39, -0.07], [0.93, 1.21, 0.78], [0.53, 0.16, -2.40]],
  "de_lowest_kcal_mol": 52.7,
  "total_energy_ha": -496.9013,
  "lumo_energy_ha": 0.0197,
  "orbital_gap_ev": 9.692
}

***

{
  "formula": "C2H7OP",
  "method": "ωB97M-V/def2-TZVPD",
  "symbols": ["P", "O", "C", "C", "H", "H", "H", "H", "H", "H", "H"],
  "positions_angstrom": [[1.00, 0.18, 1.44], [0.74, 0.11, 3.08], [-1.48, -0.14, -1.32], [-0.30, -0.22, -1.87], [-1.58, -0.25, -0.15], [1.86, 1.40, 1.66], [0.05, -0.64, 3.18], [2.24, -0.42, 1.45], [-0.31, -0.35, -2.96], [0.52, -0.18, -1.30], [-2.50, 0.04, -1.85]],
  "de_lowest_kcal_mol": 50.0,
  "total_energy_ha": -496.9057,
  "smiles": "C=C.OP",
  "lumo_energy_ha": 0.0180,
  "orbital_gap_ev": 10.383
}

***

{
  "formula": "C2H7OPS",
  "method": "ωB97M-V/def2-TZVPD",
  "symbols": ["S", "P", "O", "C", "C", "H", "H", "H", "H", "H", "H", "H"],
  "positions_angstrom": [[-1.20, -3.17, 0.07], [-0.43, 0.31, 0.31], [-1.04, 0.25, 1.61], [0.56, 1.80, -0.13], [0.71, -0.95, -0.13], [1.50, 1.71, 0.55], [-1.25, 0.37, -0.71], [-0.09, 2.67, -0.04], [-2.24, -2.18, 0.12], [1.19, -1.02, -1.18], [1.30, -1.45, 0.59], [0.99, 1.66, -1.05]],
  "de_lowest_kcal_mol": 100.9,
  "total_energy_ha": -895.0552,
  "lumo_energy_ha": [-0.0896, -0.0896],
  "orbital_gap_ev": [6.814, 6.813]
}

***

{
  "formula": "C2H7OPS2",
  "method": "ωB97M-V/def2-TZVPD",
  "symbols": ["S", "S", "P", "O", "C", "C", "H", "H", "H", "H", "H", "H", "H"],
  "positions_angstrom": [[1.72, 0.46, 1.21], [-1.09, 0.77, -0.81], [0.53, -0.38, -0.18], [1.45, -0.69, -1.44], [-0.45, -2.37, 0.52], [-0.77, 2.39, 0.00], [-1.69, 2.68, 0.59], [-0.77, 3.12, -0.81], [-1.38, -2.61, -0.01], [0.41, -3.06, 0.36], [0.24, 2.21, 0.51], [-0.61, -1.98, 1.54], [2.42, -0.55, -1.47]],
  "de_lowest_kcal_mol": 28.7,
  "total_energy_ha": -1293.3661,
  "lumo_energy_ha": 0.0097,
  "orbital_gap_ev": 9.021
}